# 1
Formula: C24H33F5GaO4S
Source: the Open Molecules 2025 dataset
Level of theory: wB97M-V/def2-TZVPD

Each line ends with the Löwdin charge.
Positions of all 68 atoms, in Å:
C 2.17 -1.68 0.84  0.029
C 1.65 -0.85 -0.34  -0.546
O 0.60 -0.35 -0.25  0.142
O 2.43 -0.68 -1.44  -0.021
C 2.54 -1.89 -2.23  -0.157
C 1.87 -1.70 -3.61  -0.154
C 0.52 -2.48 -3.72  -0.183
C -0.60 -1.46 -3.36  -0.203
C -2.02 -2.06 -3.46  -0.199
C -2.89 -1.90 -2.20  -0.225
C -2.88 -0.50 -1.57  -0.297
C -3.71 0.57 -2.34  -0.306
Ga -2.66 1.94 -3.39  0.366
S -0.98 2.97 -2.05  0.588
O -1.34 4.37 -1.85  -0.411
O -0.93 2.23 -0.80  -0.416
C 0.65 2.85 -2.99  -0.540
F 0.62 3.83 -3.91  0.090
F 0.69 1.72 -3.66  0.097
C 1.96 3.07 -2.17  -0.614
F 2.93 2.34 -2.75  0.137
F 1.89 2.67 -0.94  0.194
F 2.38 4.31 -2.22  0.192
H 1.35 -1.81 1.55  0.077
H 2.47 -2.68 0.53  0.076
H 2.97 -1.16 1.37  0.082
H 2.10 -2.71 -1.66  0.108
H 3.61 -2.08 -2.40  0.118
H 2.58 -1.99 -4.40  0.103
H 1.68 -0.62 -3.69  0.100
H 0.38 -2.90 -4.72  0.104
H 0.54 -3.22 -2.92  0.099
H -0.35 -1.07 -2.37  0.090
H -0.53 -0.69 -4.13  0.083
H -1.91 -3.14 -3.67  0.096
H -2.57 -1.66 -4.32  0.102
H -2.57 -2.62 -1.42  0.100
H -3.92 -2.19 -2.45  0.100
H -1.86 -0.14 -1.38  0.054
H -3.33 -0.60 -0.57  0.095
H -4.36 0.05 -3.06  0.035
H -4.37 1.09 -1.64  0.032
H -1.96 1.24 -4.67  -0.082
H -3.54 3.14 -3.99  -0.095
C 4.10 0.77 4.72  -0.099
C 2.95 0.68 3.95  -0.093
C 1.90 -0.13 4.35  -0.087
C 1.99 -0.84 5.54  -0.092
C 3.14 -0.75 6.32  -0.106
C 4.19 0.05 5.91  -0.108
H 4.92 1.39 4.40  0.098
H 2.88 1.24 3.02  0.105
H 1.01 -0.20 3.75  0.092
H 1.17 -1.47 5.86  0.100
H 3.21 -1.30 7.25  0.095
H 5.09 0.12 6.51  0.095
C -2.12 -0.60 2.94  -0.103
C -1.55 0.38 2.14  -0.087
C -1.76 1.72 2.43  -0.072
C -2.53 2.08 3.53  -0.096
C -3.09 1.10 4.34  -0.115
C -2.89 -0.24 4.04  -0.116
H -1.96 -1.65 2.71  0.096
H -0.95 0.10 1.28  0.075
H -1.33 2.48 1.79  0.097
H -2.69 3.13 3.76  0.097
H -3.69 1.38 5.20  0.091
H -3.33 -1.01 4.67  0.091

Output
Spin multiplicity: 1
Frontier orbital gap in Eh: 0.29021
F_max in eV/A: 3.07
Total charge: -1

***

# 2
Formula: C19H2F15GeI2OReSSbSe4
Source: the Open Molecules 2025 dataset
Level of theory: wB97M-V/def2-TZVPD

Each line ends with the Löwdin charge.
Positions of all 47 atoms, in Å:
Re -2.93 -3.25 -0.75  0.215
I -4.36 -0.56 -1.46  0.830
C -5.11 -0.75 0.52  -1.058
I -3.84 -2.12 1.60  0.866
H -6.13 -1.13 0.49  -0.038
H -5.05 0.22 1.00  -0.051
O -4.26 -3.83 -1.59  -0.658
F 1.09 0.48 2.62  0.070
C 1.94 -0.32 1.95  -0.239
C 1.77 -0.53 0.59  -0.148
C 2.70 -1.35 -0.02  -0.252
F 2.61 -1.60 -1.34  0.084
C 3.75 -1.93 0.66  -0.182
F 4.63 -2.72 0.03  0.102
C 3.88 -1.70 2.01  -0.160
F 4.89 -2.25 2.69  0.116
C 2.97 -0.89 2.66  -0.145
F 3.11 -0.65 3.97  0.108
Ge 0.19 0.02 -0.43  0.637
S -0.81 -1.79 -0.85  0.091
C -0.56 1.62 0.51  -0.100
C -1.83 1.68 1.04  -0.218
F -2.66 0.64 0.97  -0.035
C -2.32 2.81 1.68  -0.133
F -3.57 2.84 2.17  0.109
C -1.51 3.92 1.80  -0.136
F -1.97 5.02 2.41  0.114
C -0.23 3.90 1.29  -0.141
F 0.55 4.98 1.41  0.107
C 0.21 2.75 0.65  -0.223
F 1.47 2.77 0.18  0.097
C 0.79 0.91 -2.12  -0.114
C -0.16 1.16 -3.10  -0.227
F -1.45 0.89 -2.88  0.044
C 0.16 1.73 -4.33  -0.142
F -0.79 1.96 -5.25  0.107
C 1.47 2.07 -4.59  -0.140
F 1.80 2.62 -5.77  0.111
C 2.44 1.85 -3.63  -0.141
F 3.71 2.20 -3.89  0.108
C 2.09 1.28 -2.42  -0.223
F 3.07 1.12 -1.53  0.102
Se -0.81 -2.58 3.32  -0.245
Sb -0.19 -4.77 2.54  -0.293
Se -1.56 -5.07 -0.16  -0.093
Se -1.24 -6.62 3.65  -0.298
Se 2.04 -5.02 1.67  -0.184

Output
Spin multiplicity: 2
Frontier orbital gap (alpha / beta) in Eh: 0.18436 / 0.19425
F_max in eV/A: 0.85
Total charge: -2

***

# 3
Formula: C2H4BrN
Source: the Open Molecules 2025 dataset
Level of theory: wB97M-V/def2-TZVPD

Each line ends with the Löwdin charge.
Positions of all 8 atoms, in Å:
C -1.15 -0.23 -0.47  -0.205
C 1.27 0.16 0.35  -0.666
N -0.58 0.22 0.53  -0.002
Br 1.77 -1.17 -0.70  0.772
H -2.20 -0.06 -0.41  0.052
H -0.89 -0.90 -1.28  0.029
H 1.48 1.14 0.10  0.015
H 1.47 0.07 1.36  0.005

Output
Spin multiplicity: 1
Frontier orbital gap in Eh: 0.37444
F_max in eV/A: 5.81

***

# 4
Formula: C2H2I2S2
Source: the Open Molecules 2025 dataset
Level of theory: wB97M-V/def2-TZVPD

Each line ends with the Löwdin charge.
Positions of all 8 atoms, in Å:
C -0.40 -0.43 -0.13  -1.291
C 0.43 0.52 0.05  -1.037
S -0.16 -2.05 -0.67  0.676
S 0.33 2.17 -0.32  0.701
I -2.45 0.09 0.22  0.823
I 2.92 -0.16 0.41  0.328
H -1.32 -2.78 -0.47  -0.105
H 0.65 2.62 0.91  -0.095

Output
Spin multiplicity: 1
Frontier orbital gap (alpha / beta) in Eh: 0.26041 / 0.26044
F_max in eV/A: 4.29

***

# 5
Formula: C5H14
Source: the Open Molecules 2025 dataset
Level of theory: wB97M-V/def2-TZVPD

Each line ends with the Löwdin charge.
Positions of all 19 atoms, in Å:
C 1.89 2.54 -0.66  -0.231
C 1.82 1.78 -2.03  -0.226
H 2.35 3.41 -0.77  0.003
H 2.29 1.93 0.02  -0.008
H 0.92 2.69 -0.27  0.031
H 2.77 1.34 -2.16  0.036
H 0.98 1.22 -2.11  0.000
H 1.66 2.43 -2.85  0.031
C -0.53 -2.69 1.13  -0.271
C -1.02 -1.37 0.55  -0.430
C -2.29 -0.70 1.26  -0.290
H -1.18 -3.39 1.47  -0.009
H 0.04 -2.37 2.09  0.079
H 0.06 -3.26 0.31  0.068
H -1.38 -1.23 -0.58  0.085
H -0.28 -0.51 0.56  0.063
H -2.47 0.36 0.90  0.034
H -3.21 -1.17 0.89  0.027
H -2.42 -1.01 2.24  0.007

Output
Spin multiplicity: 2
Frontier orbital gap (alpha / beta) in Eh: 0.09968 / 0.40813
F_max in eV/A: 5.15
Total charge: -1

***

# 6
Formula: C20H27N3O2
Source: the Open Molecules 2025 dataset
Level of theory: wB97M-V/def2-TZVPD

Each line ends with the Löwdin charge.
Positions of all 52 atoms, in Å:
O -1.02 -0.50 -0.66  0.081
C -1.11 0.54 -0.03  -0.482
N -2.28 1.03 0.43  0.102
C -3.58 0.40 0.22  -0.296
C -3.94 0.47 -1.27  -0.149
C -5.06 -0.47 -1.72  -0.195
C -6.22 -0.62 -0.74  -0.204
C -6.00 -1.74 0.28  -0.214
C -4.95 -1.43 1.35  -0.203
C -3.58 -1.03 0.79  -0.150
C 0.11 1.38 0.32  -0.240
C 0.91 0.64 1.40  -0.114
C 2.21 1.39 1.71  -0.133
N 2.98 1.60 0.51  -0.045
C 4.00 0.78 0.19  -0.352
N 4.61 0.75 -0.96  0.187
C 5.63 -0.16 -0.79  -0.222
C 6.61 -0.61 -1.65  -0.018
C 7.51 -1.54 -1.17  -0.102
C 7.44 -2.02 0.14  -0.102
C 6.46 -1.58 1.02  -0.011
C 5.57 -0.65 0.53  -0.193
O 4.51 -0.04 1.15  0.129
C 2.29 2.29 -0.55  -0.137
C 0.99 1.57 -0.92  -0.116
H -2.27 1.92 0.91  0.138
H -4.29 0.99 0.80  0.142
H -4.22 1.51 -1.49  0.115
H -3.05 0.24 -1.84  0.109
H -4.64 -1.46 -1.91  0.110
H -5.44 -0.09 -2.67  0.107
H -6.41 0.33 -0.22  0.112
H -7.13 -0.86 -1.30  0.106
H -6.94 -1.95 0.79  0.106
H -5.70 -2.64 -0.26  0.112
H -4.83 -2.32 1.97  0.108
H -5.32 -0.63 1.99  0.111
H -2.86 -1.06 1.61  0.118
H -3.24 -1.73 0.04  0.118
H -0.19 2.36 0.71  0.141
H 1.15 -0.36 1.03  0.132
H 0.32 0.53 2.31  0.124
H 1.97 2.38 2.13  0.130
H 2.81 0.84 2.43  0.124
H 6.67 -0.24 -2.67  0.108
H 8.29 -1.91 -1.81  0.098
H 8.16 -2.74 0.48  0.097
H 6.40 -1.94 2.03  0.113
H 2.06 3.30 -0.20  0.129
H 2.96 2.34 -1.41  0.116
H 1.22 0.59 -1.34  0.127
H 0.45 2.14 -1.68  0.126

Output
Spin multiplicity: 1
Frontier orbital gap in Eh: 0.30239
F_max in eV/A: 1.18
SMILES string: O=C(NC1CCCCCC1)C1CCN(c2nc3ccccc3o2)CC1